[1]
{
  "formula": "C60H69N4O3PS2Zr",
  "method": "ωB97M-V with the def2-TZVPD basis set",
  "symbols": ["Zr", "C", "C", "C", "P", "C", "C", "C", "C", "C", "C", "C", "C", "C", "C", "N", "C", "C", "C", "C", "C", "C", "C", "C", "C", "H", "H", "H", "H", "H", "H", "H", "H", "H", "H", "H", "H", "H", "H", "H", "H", "H", "H", "H", "H", "H", "H", "H", "H", "H", "H", "H", "H", "H", "H", "H", "C", "C", "C", "C", "C", "C", "C", "N", "C", "C", "C", "C", "C", "C", "C", "N", "C", "C", "C", "C", "H", "H", "H", "H", "H", "H", "H", "H", "H", "H", "H", "H", "H", "H", "H", "H", "H", "H", "H", "H", "H", "H", "H", "H", "S", "C", "C", "C", "C", "C", "C", "S", "H", "H", "H", "H", "N", "C", "C", "C", "C", "C", "C", "C", "H", "H", "H", "H", "H", "O", "C", "C", "C", "C", "C", "C", "C", "O", "O", "H", "H", "H", "H", "H"],
  "coordinates": [[0.86197, 0.03576, -0.61077], [-1.78595, 3.98488, 2.39180], [-1.68764, 3.20005, 1.08643], [-2.95855, 3.33638, 0.23879], [-1.16372, 1.41594, 1.19738], [-2.60391, 0.44057, 1.89205], [-3.37725, -0.24979, 0.76554], [-3.60677, 1.11488, 2.83325], [0.06089, 1.35819, 2.54817], [-0.30784, 1.25873, 3.89339], [0.61614, 1.18517, 4.91855], [0.19114, 1.06350, 6.35706], [1.96357, 1.23175, 4.56130], [2.35189, 1.30487, 3.24434], [1.41753, 1.33659, 2.19510], [1.84263, 1.29528, 0.84739], [3.14757, 1.88131, 0.69655], [4.27669, 1.12734, 0.37796], [4.24554, -0.36069, 0.15255], [5.50766, 1.76607, 0.24872], [5.65775, 3.12891, 0.43609], [6.99686, 3.80208, 0.29017], [4.52203, 3.86451, 0.75847], [3.27999, 3.26601, 0.88954], [2.07637, 4.11931, 1.18451], [-1.89873, 5.05045, 2.17271], [-0.89135, 3.85647, 3.00043], [-2.64910, 3.67758, 2.98225], [-0.86898, 3.64170, 0.50958], [-3.85020, 3.11610, 0.82419], [-2.95092, 2.66861, -0.62587], [-3.05737, 4.35958, -0.13281], [-2.08355, -0.33730, 2.45682], [-3.93080, 0.47558, 0.16200], [-4.10261, -0.95318, 1.18484], [-2.70676, -0.80264, 0.11275], [-4.25234, 1.81519, 2.30441], [-3.14704, 1.65045, 3.65931], [-4.25433, 0.34348, 3.25922], [-1.35631, 1.22571, 4.15456], [-0.85321, 0.75808, 6.43274], [0.30131, 2.01231, 6.88786], [0.79891, 0.32323, 6.88080], [2.72240, 1.17248, 5.33458], [3.40551, 1.28598, 3.00120], [4.81387, -0.87528, 0.93077], [4.69783, -0.60724, -0.80906], [3.24517, -0.78727, 0.15916], [6.37414, 1.16944, -0.02099], [7.74712, 3.10526, -0.08269], [7.34655, 4.19329, 1.24802], [6.93906, 4.64182, -0.40493], [4.60409, 4.93964, 0.88983], [2.27312, 5.16026, 0.92744], [1.79337, 4.07238, 2.23957], [1.21843, 3.76826, 0.60950], [-4.32124, 2.96633, -5.10394], [-3.28564, 3.78682, -4.33550], [-4.02061, 4.75402, -3.39548], [-2.44478, 4.58339, -5.34269], [-2.36526, 2.91056, -3.49669], [-1.32214, 3.47978, -2.76550], [-0.51450, 2.68308, -1.99172], [-0.67024, 1.35635, -1.89619], [-1.66022, 0.79249, -2.58660], [-2.52071, 1.53850, -3.38592], [-1.80088, -0.67541, -2.40817], [-2.72044, -1.43984, -3.10907], [-2.79577, -2.81048, -2.89605], [-1.90955, -3.34997, -1.96679], [-1.02035, -2.53113, -1.30551], [-0.97391, -1.21019, -1.50976], [-3.76994, -3.71265, -3.64179], [-4.69356, -2.92422, -4.56984], [-4.63060, -4.46959, -2.62043], [-2.96260, -4.71363, -4.48154], [-4.93190, 3.63554, -5.71120], [-4.99147, 2.42796, -4.43030], [-3.84633, 2.24788, -5.77529], [-4.69472, 5.39159, -3.97078], [-3.32291, 5.39874, -2.85909], [-4.61107, 4.20644, -2.65783], [-3.09757, 5.21173, -5.95125], [-1.89619, 3.91279, -6.00629], [-1.72294, 5.23261, -4.84679], [-1.13299, 4.54431, -2.78839], [0.30482, 3.11062, -1.42975], [-3.31274, 1.03549, -3.91698], [-3.36981, -0.96452, -3.82662], [-1.88981, -4.41072, -1.75789], [-0.30510, -2.93289, -0.59897], [-5.29327, -2.19703, -4.01794], [-5.37910, -3.61256, -5.06556], [-4.13302, -2.40049, -5.34679], [-5.17874, -3.77388, -1.98194], [-4.02628, -5.11342, -1.98088], [-5.35389, -5.09943, -3.14158], [-2.33703, -4.19401, -5.20930], [-3.64157, -5.37658, -5.02134], [-2.31348, -5.32899, -3.85798], [1.74074, -1.42430, -2.41279], [3.17147, -0.75406, -3.17331], [4.02896, -1.56569, -3.91327], [5.14981, -1.02483, -4.52020], [5.41827, 0.33514, -4.38698], [4.56801, 1.14537, -3.65519], [3.42824, 0.61313, -3.04535], [2.34060, 1.61477, -2.12457], [3.81222, -2.62364, -3.99412], [5.81791, -1.66076, -5.08699], [6.29903, 0.76240, -4.85044], [4.77752, 2.20111, -3.53432], [1.88239, -3.89226, 0.21618], [2.38547, -4.20026, 1.20214], [2.98563, -4.60584, 2.45104], [2.76672, -5.90528, 2.90207], [3.32177, -6.32012, 4.10131], [4.09749, -5.44014, 4.84441], [4.31338, -4.14576, 4.38921], [3.75721, -3.71887, 3.19535], [2.16121, -6.58205, 2.31383], [3.15145, -7.32946, 4.45191], [4.53522, -5.76381, 5.78019], [4.91199, -3.45739, 4.97129], [3.88137, -2.70360, 2.84980], [1.12468, -2.49193, 4.81630], [-0.01172, -2.92147, 4.21613], [-0.90795, -3.73490, 4.90941], [-2.07551, -4.17506, 4.31374], [-2.37462, -3.80269, 3.00994], [-1.48839, -2.98888, 2.32665], [-0.29855, -2.53950, 2.89852], [0.63669, -1.69271, 2.08538], [1.79641, -1.53159, 2.40434], [0.10551, -1.19058, 0.99257], [1.14288, -2.83304, 5.71725], [-0.67705, -4.02142, 5.93046], [-2.75266, -4.80873, 4.87273], [-3.28696, -4.14141, 2.53665], [-1.70871, -2.67337, 1.31609]],
  "lowdin_charge": [1.3458, -0.0949, -0.5222, -0.1116, 1.1075, -0.5040, -0.1147, -0.1053, -0.3074, -0.0535, -0.2769, -0.0527, -0.0274, -0.0086, -0.3269, -0.1541, -0.3281, -0.2366, -0.0342, -0.0105, -0.2720, -0.0573, -0.0122, -0.2166, -0.0273, 0.0817, 0.0662, 0.0635, 0.0660, 0.0617, 0.0502, 0.0798, 0.0829, 0.0734, 0.0818, 0.0371, 0.0610, 0.0497, 0.0836, 0.0875, 0.0729, 0.0775, 0.0724, 0.1158, 0.1230, 0.0876, 0.0830, 0.0171, 0.1209, 0.0705, 0.0769, 0.0762, 0.1162, 0.0802, 0.0854, 0.0455, -0.0620, -0.5549, -0.0393, -0.0373, -0.1466, 0.0063, -0.1878, -0.0470, -0.1823, 0.0604, -0.2037, 0.0655, -0.1365, 0.0248, -0.1512, -0.0689, -0.5574, -0.0637, -0.0409, -0.0355, 0.0884, 0.0881, 0.0910, 0.0887, 0.0804, 0.0892, 0.0884, 0.0959, 0.0802, 0.1246, 0.0681, 0.0979, 0.0981, 0.1219, 0.0749, 0.0897, 0.0880, 0.0884, 0.0923, 0.0792, 0.0878, 0.0950, 0.0886, 0.0826, 0.6168, -0.6875, -0.1302, -0.1092, -0.1062, -0.1223, -0.6797, 0.6859, 0.0963, 0.0938, 0.0951, 0.0982, 0.2065, -0.1476, -0.2144, -0.0327, -0.0808, -0.0823, -0.0688, -0.0256, 0.1172, 0.1025, 0.1020, 0.1076, 0.1081, 0.0738, -0.2460, -0.0219, -0.0843, -0.0831, -0.0299, -0.0550, -0.5579, 0.0718, -0.2832, 0.1109, 0.1132, 0.1036, 0.0990, 0.0919],
  "homo_energy_ev": -6.433,
  "energy_ev": -107690.044,
  "mol_weight_g_mol": 1080.57,
  "charge": 0,
  "relative_energy_kj_mol": 5.75
}

---

[2]
{
  "formula": "C24H44P2Tm",
  "method": "ωB97M-V with the def2-TZVPD basis set",
  "symbols": ["Tm", "C", "C", "C", "C", "C", "C", "H", "H", "H", "C", "H", "H", "H", "C", "H", "H", "H", "C", "H", "H", "H", "C", "H", "H", "H", "C", "C", "C", "C", "C", "C", "C", "C", "H", "H", "H", "H", "H", "H", "H", "H", "H", "H", "H", "H", "P", "C", "C", "P", "C", "C", "C", "H", "H", "H", "H", "H", "H", "H", "H", "H", "H", "H", "H", "H", "H", "C", "H", "H", "H"],
  "coordinates": [[0.25901, -2.56255, 1.01620], [0.63082, -1.87711, 3.20963], [-0.78760, -1.88069, 2.93373], [-0.00953, -4.07280, 2.72167], [1.09528, -3.23492, 3.09771], [-1.18433, -3.23956, 2.63673], [1.43651, -0.73397, 3.73415], [1.20257, 0.19468, 3.20330], [2.50379, -0.93999, 3.61891], [1.25169, -0.55321, 4.80599], [2.45645, -3.71770, 3.46084], [2.90815, -3.04784, 4.20199], [3.11397, -3.74235, 2.58682], [2.41647, -4.72340, 3.88843], [0.04137, -5.55888, 2.61069], [0.72209, -5.97638, 3.36089], [0.40361, -5.89382, 1.63100], [-0.94660, -5.99529, 2.76523], [-2.55988, -3.73313, 2.36550], [-2.92964, -4.33121, 3.21173], [-2.58855, -4.37105, 1.47422], [-3.24163, -2.89087, 2.21316], [-1.68716, -0.69347, 2.97095], [-2.63705, -0.93454, 3.46257], [-1.92733, -0.32466, 1.95833], [-1.20810, 0.12623, 3.51799], [2.36945, 1.86196, -0.06933], [1.81484, 2.20859, 1.10430], [0.36479, 1.97099, 1.38324], [-0.61332, 2.71188, 0.41412], [-1.39278, 1.93117, -0.51844], [-0.96876, 0.85125, -1.39314], [0.52917, 0.39514, -1.23589], [1.52391, 1.58069, -1.27736], [0.14516, 2.29328, 2.41451], [-0.07682, 3.52387, -0.10794], [0.14655, 0.88716, 1.33848], [0.89293, 2.53741, -1.47852], [3.45696, 1.84215, -0.22744], [2.40452, 2.62909, 1.93621], [2.19961, 1.44447, -2.13751], [0.63101, -0.15837, -0.28216], [-1.60803, -0.02280, -1.14434], [0.80483, -0.32629, -2.02942], [-1.34696, 3.24462, 1.05017], [-2.46713, 2.14831, -0.50553], [0.31741, 3.44437, -2.79250], [1.79532, 4.16953, -3.50962], [-0.87217, 4.75841, -2.45135], [-1.52480, 1.05179, -3.12499], [-0.34921, 2.20650, -3.93235], [-3.09938, 1.90958, -3.25058], [-1.55210, -0.49250, -4.03249], [2.36363, 3.39960, -4.04970], [2.41971, 4.58056, -2.70541], [1.52241, 4.97818, -4.19912], [-0.97183, 5.40892, -3.33504], [-0.51144, 5.37939, -1.61871], [-1.86843, 4.37893, -2.18875], [-1.69508, -0.27719, -5.10632], [-2.39445, -1.10636, -3.67632], [-0.60995, -1.03886, -3.89220], [0.45556, 1.62193, -4.41616], [-0.87852, 2.77729, -4.72150], [-3.89937, 1.17383, -3.40257], [-3.09023, 2.59432, -4.11305], [-3.31541, 2.48696, -2.34504], [2.31999, -3.00633, -0.10921], [2.08877, -3.70022, -0.93801], [3.07415, -3.47452, 0.54232], [2.73115, -2.07019, -0.52368]],
  "lowdin_charge": [1.5537, -0.3081, -0.3292, -0.3358, -0.3142, -0.3496, -0.0044, 0.0586, 0.0894, 0.1115, -0.0088, 0.0929, 0.0720, 0.0887, -0.0066, 0.0917, 0.0942, 0.0888, -0.0223, 0.1085, 0.0888, 0.0855, -0.0152, 0.0984, 0.0867, 0.0921, -0.1037, -0.1255, -0.2051, -0.2650, -0.2668, -0.5128, -0.1798, -0.2927, 0.1070, 0.0708, 0.0664, -0.0545, 0.1024, 0.1039, 0.1059, 0.0514, 0.0706, 0.0979, 0.1159, 0.0639, 0.8104, -0.2395, -0.2574, 0.9021, -0.4063, -0.1729, -0.1896, 0.0503, 0.0585, 0.0451, 0.0390, 0.0557, 0.0338, 0.0711, 0.0623, 0.0574, 0.0789, 0.0660, 0.0625, 0.0666, 0.0447, -0.2791, -0.0372, -0.0457, -0.0339],
  "homo_energy_ev": [-7.449, -7.498],
  "energy_ev": -73695.296,
  "mol_weight_g_mol": 563.50,
  "spin_multiplicity": 3,
  "charge": 1,
  "relative_energy_kj_mol": 578.62,
  "s_squared": 2.003
}

---

[3]
{
  "formula": "C7H12MgO3",
  "method": "ωB97M-V with the def2-TZVPD basis set",
  "symbols": ["C", "C", "H", "H", "H", "H", "H", "O", "C", "O", "O", "C", "C", "C", "C", "Mg", "H", "H", "H", "H", "H", "H", "H"],
  "coordinates": [[-1.47765, 0.58866, 2.27449], [-0.31593, 0.11930, 1.76752], [-2.43582, 0.32535, 1.82098], [-1.51378, 1.03473, 3.27070], [-0.31205, -0.54937, 0.90356], [0.60875, 0.16891, 2.34674], [-0.67766, 1.64960, 1.25706], [-5.16966, 1.35946, -4.35037], [-4.11804, 1.04981, -3.72920], [-3.54251, -0.05449, -3.92137], [-3.62996, 1.94245, -2.87499], [-2.43188, 1.61438, -2.17184], [-2.05685, 2.82130, -1.32792], [-0.72587, 2.72976, -0.70123], [-0.43985, 3.04294, 0.60666], [-5.07668, -0.51469, -5.31207], [-1.63654, 1.37597, -2.89060], [-2.60809, 0.73398, -1.54005], [-2.83521, 3.07833, -0.59675], [-1.94066, 3.70109, -1.99786], [0.08261, 2.32413, -1.32125], [0.60451, 3.25091, 0.85717], [-1.13480, 3.69217, 1.14778]],
  "lowdin_charge": [-0.0040, -0.0116, 0.1035, 0.1068, 0.1055, 0.1067, 0.2038, -0.0981, -0.7934, -0.1266, 0.0408, -0.1654, -0.1414, -0.0698, -0.0561, 0.8653, 0.1416, 0.1356, 0.1406, 0.1669, 0.1439, 0.1000, 0.1054],
  "homo_energy_ev": [-8.768, -13.205],
  "energy_ev": -19031.511,
  "mol_weight_g_mol": 168.48,
  "spin_multiplicity": 2,
  "charge": 1,
  "relative_energy_kj_mol": 2.34,
  "s_squared": 0.750
}

---

[4]
{
  "formula": "H12NiO6",
  "method": "ωB97M-V with the def2-TZVPD basis set",
  "symbols": ["Ni", "O", "H", "H", "O", "H", "H", "O", "H", "H", "O", "H", "H", "O", "H", "H", "O", "H", "H"],
  "coordinates": [[-0.09926, -0.03486, 0.12580], [1.23925, 1.09459, 1.28046], [2.08925, 0.67915, 1.36598], [1.50687, 1.85365, 0.75762], [-1.31187, -0.30164, 1.77132], [-2.19189, -0.69052, 1.52924], [-0.82827, -0.78447, 2.45233], [-1.51717, -1.14527, -0.81312], [-1.43277, -2.03277, -0.52786], [-2.03384, -1.13131, -1.66820], [1.01643, -1.75707, 0.30060], [1.81004, -1.78105, 0.86094], [1.31740, -2.26963, -0.48532], [1.04972, 0.59652, -1.46201], [0.83197, 0.71554, -2.35652], [1.88405, 1.00895, -1.42305], [-0.98975, 1.81246, -0.24373], [-0.44039, 2.28458, -0.85837], [-1.89976, 1.88314, -0.60609]],
  "lowdin_charge": [0.6411, 0.0319, 0.0922, 0.0956, -0.0023, 0.1318, 0.1097, -0.0039, 0.0735, 0.1615, -0.0108, 0.1164, 0.1357, 0.0317, 0.0939, 0.0887, 0.0023, 0.0757, 0.1352],
  "homo_energy_ev": [-20.112, -20.284],
  "energy_ev": -53507.862,
  "mol_weight_g_mol": 166.78,
  "spin_multiplicity": 3,
  "charge": 2,
  "relative_energy_kj_mol": 84.88,
  "s_squared": 2.003
}